(P)
An isolated molecule of CN2O3. Source: the Open Molecules 2025 dataset; level of theory: ωB97M-V/def2-TZVPD.

As for the spin multiplicity: 1. For the HOMO energy, the calculation gives -0.4207 Eh. Its structure (SMILES) is N#COON=O. The calculation puts the gap between HOMO and LUMO at 0.3959 hartree.

Last column: natural (NBO) charge in e.
CARTESIAN COORDINATES (ANGSTROEM)
N -1.875 -0.720 0.119  -0.318
C -1.080 0.015 0.441  0.474
O -0.239 0.843 0.845  -0.179
O 0.955 0.635 0.126  -0.085
N 0.964 -0.477 -0.619  0.339
O 1.934 -0.571 -1.260  -0.231


(Q)
A cluster of 2 separate species, CN2O3 in total. Source: the Open Molecules 2025 dataset; level of theory: ωB97M-V/def2-TZVPD.

As for the spin multiplicity: 1. For the HOMO energy, the calculation gives -0.4436 Eh. Its structure (SMILES) is N#[N+][O-].O=C=O. The calculation puts the gap between HOMO and LUMO at 0.4594 hartree.

Last column: natural (NBO) charge in e.
CARTESIAN COORDINATES (ANGSTROEM)
N -1.120 1.352 -0.101  -0.101
N -0.931 2.097 -0.890  0.437
O -0.711 2.759 -1.798  -0.336
O 1.539 -2.360 1.923  -0.522
C 0.895 -2.110 0.923  1.028
O 0.329 -1.739 -0.058  -0.506


So which one is most stable? That would be (Q), about 0.2201 hartree below the next structure.


(P)
An isolated molecule of C4H4F2. Source: the Open Molecules 2025 dataset; level of theory: ωB97M-V/def2-TZVPD.

As for the spin multiplicity: 1. For the HOMO energy, the calculation gives -0.3414 Eh. Its structure (SMILES) is C=C(F)C(=C)F. The calculation puts the gap between HOMO and LUMO at 0.3516 hartree.

Last column: natural (NBO) charge in e.
CARTESIAN COORDINATES (ANGSTROEM)
C 0.052 -1.846 0.358  -0.446
C 0.028 -0.453 0.511  0.324
F 0.080 0.079 1.794  -0.337
C 0.038 0.512 -0.576  0.336
C -0.172 1.822 -0.402  -0.473
F 0.019 -0.204 -1.697  -0.310
H -0.057 -2.430 1.219  0.212
H 0.068 -2.391 -0.708  0.240
H -0.051 2.243 0.579  0.228
H -0.005 2.668 -1.077  0.226


(Q)
An isolated molecule of C4H4F2. Source: the Open Molecules 2025 dataset; level of theory: ωB97M-V/def2-TZVPD.

As for the spin multiplicity: 1. For the HOMO energy, the calculation gives -0.3495 Eh. The calculation puts the gap between HOMO and LUMO at 0.3176 hartree.

Last column: natural (NBO) charge in e.
CARTESIAN COORDINATES (ANGSTROEM)
C 3.788 -0.198 0.332  0.385
C 2.251 -0.275 0.067  0.124
C 1.050 0.354 -0.487  -0.126
C -0.213 -0.457 -0.225  -0.682
F 4.205 0.879 -0.192  -0.304
F 1.992 -1.549 0.498  -0.357
H 0.959 1.312 -0.910  0.217
H 0.066 -1.546 -0.111  0.268
H -0.991 -0.058 -0.934  0.231
H -0.398 -0.009 0.832  0.244


So which one is most stable? That would be (P), about 0.1099 hartree below the next structure.


(P)
An isolated molecule of C13H14ClN3O2S. Source: the Open Molecules 2025 dataset; level of theory: ωB97M-V/def2-TZVPD.

As for the spin multiplicity: 1. For the HOMO energy, the calculation gives -0.2894 Eh. Its structure (SMILES) is Cc1c(Cl)cccc1NC(=O)CSCc1cc(=O)[nH][nH]1. The calculation puts the gap between HOMO and LUMO at 0.2982 hartree.

Last column: natural (NBO) charge in e.
CARTESIAN COORDINATES (ANGSTROEM)
C 1.433 -2.375 -0.597  -0.656
C 0.029 -2.409 -0.274  0.019
C -0.527 -3.436 0.476  -0.141
Cl 0.375 -4.742 0.861  0.079
C -1.926 -3.257 0.753  -0.207
C -2.650 -2.128 0.250  -0.185
C -2.131 -0.964 -0.258  -0.271
C -0.904 -1.000 -0.597  0.245
N 0.025 -0.080 -1.371  -0.568
C -0.392 1.243 -1.484  0.670
O -1.522 1.638 -0.981  -0.680
C 0.593 2.129 -2.129  -0.697
S 0.340 3.813 -1.769  0.358
C 1.407 3.869 -0.417  -0.612
C 0.937 2.828 0.603  0.242
C 1.651 1.598 0.699  -0.465
C 0.957 0.768 1.619  0.551
O 1.421 -0.498 2.097  -0.752
N -0.194 1.435 1.927  -0.418
N -0.059 2.672 1.197  -0.317
H 1.743 -2.147 -1.830  0.164
H 2.072 -1.649 -0.016  0.279
H 1.818 -3.326 -0.555  0.230
H -2.453 -4.032 1.347  0.226
H -3.769 -1.881 0.803  0.205
H -2.475 -0.171 -0.354  0.208
H 0.704 -0.337 -1.807  0.369
H 0.316 2.068 -3.338  0.269
H 1.464 1.697 -2.377  0.248
H 2.665 3.865 -0.641  0.261
H 1.061 4.751 0.170  0.245
H 2.713 1.550 0.564  0.231
H -0.853 1.113 2.549  0.433
H -1.031 3.131 1.006  0.437


(Q)
A structure of composition C13H14ClN3O2S. Source: the Open Molecules 2025 dataset; level of theory: ωB97M-V/def2-TZVPD.

As for the spin multiplicity: 1. For the HOMO energy, the calculation gives -0.2795 Eh. The calculation puts the gap between HOMO and LUMO at 0.2561 hartree.

Last column: natural (NBO) charge in e.
CARTESIAN COORDINATES (ANGSTROEM)
O 2.316 -2.785 0.258  -0.548
C 1.430 -2.031 0.071  0.739
N 1.946 -0.741 0.026  -0.607
C 1.157 0.538 -0.164  0.607
N -0.251 0.785 -0.444  -0.336
N -0.328 2.172 -0.397  -0.297
C 0.811 2.800 -0.218  0.420
C 1.204 4.057 -0.603  -0.287
C 0.312 5.098 -0.772  -0.204
C 0.818 6.308 -0.736  -0.220
C 2.438 6.265 -0.564  -0.416
S 2.928 4.712 -0.473  0.562
Cl 3.133 7.614 -0.701  0.207
H 0.414 7.205 -0.836  0.208
H -0.794 4.883 -0.896  0.263
O 1.890 1.834 -0.063  -0.484
H 2.750 -0.411 0.181  0.390
C -0.030 -2.059 0.062  -0.370
C -0.529 -2.002 1.331  -0.430
C -1.813 -2.668 1.707  -0.349
C -2.610 -2.801 0.179  -0.429
C -1.677 -3.610 -0.554  -0.409
C -0.191 -3.570 -0.413  -0.401
H 0.121 -4.179 0.463  0.227
H 0.403 -3.841 -1.625  0.237
H -2.080 -4.842 -0.577  0.206
H -2.236 -3.375 -1.726  0.204
H -3.457 -3.378 0.415  0.225
H -2.786 -1.750 -0.045  0.212
H -1.667 -3.696 2.048  0.179
H -2.400 -2.249 2.285  0.183
H 0.117 -2.096 2.027  0.214
H -0.795 -0.842 1.496  0.216
H -0.540 -1.343 -0.742  0.286


So which one is most stable? That would be (P), about 0.0250 hartree below the next structure.